ORCA calculation (wB97M-V/def2-TZVPD) on C8H6Si in the gas phase at a distorted geometry.

```
15
Properties=species:S:1:pos:R:3:nbo_charge:R:1
C 1.661 -2.594 0.010 -0.15
C -2.677 -0.009 0.147 -0.27
C -2.317 1.267 -0.095 -0.22
C 0.580 -2.074 0.090 -0.08
C -1.720 -0.959 0.113 0.04
C -0.892 1.503 -0.233 -0.02
C -0.594 -1.405 0.108 -0.03
C 0.262 1.181 -0.272 -0.41
Si 2.116 1.122 0.002 0.84
H 2.600 -3.051 0.098 0.24
H -3.744 -0.255 0.461 0.24
H -2.866 2.290 -0.170 0.25
H 3.077 2.096 -0.683 -0.13
H 2.182 -0.101 -0.969 -0.14
H 2.333 0.988 1.394 -0.15
```

Calculated values
total charge	0
gap between HOMO and LUMO	8.411	eV
ΔE to the lowest compared entry with this formula, charge and spin	0.0000	eV
HOMO level	-0.317	hartree

***

ORCA calculation (wB97M-V/def2-TZVPD) on a molecular structure, C8H7AsCl6F14Na2O4Pt at a distorted geometry.

```
43
Properties=species:S:1:pos:R:3:nbo_charge:R:1
Na -0.680 2.360 1.175 0.97
Na -1.185 -3.991 4.268 0.99
Pt -3.976 0.005 3.694 0.49
As -0.803 -1.190 1.587 2.82
F 0.875 -1.512 1.010 -0.60
F -1.494 -2.505 0.605 -0.58
F -2.388 -0.852 2.306 -0.64
F -0.282 0.269 2.373 -0.64
F -1.058 -0.056 0.172 -0.65
F -0.541 -2.296 3.030 -0.68
O -5.847 -2.322 0.318 -0.64
C -5.752 -2.144 1.638 0.94
O -5.152 -1.159 2.123 -0.70
O -6.051 -3.045 2.377 -0.58
H -5.478 -1.488 0.018 0.48
C 1.102 2.483 -2.407 -0.14
C -0.225 3.097 -2.963 0.63
C -1.615 2.298 -2.641 0.51
F -1.573 1.013 -3.010 -0.31
F -2.028 2.426 -1.361 -0.36
F -0.300 4.318 -2.510 -0.31
F -0.059 3.244 -4.320 -0.31
O 1.198 2.422 -0.925 -0.58
C 2.227 1.567 -0.386 0.85
C 3.678 1.995 -0.648 0.49
F 4.593 1.216 -0.084 -0.30
F 3.944 2.173 -1.949 -0.32
F 2.115 1.413 0.895 -0.31
F 1.968 0.354 -0.813 -0.31
H 1.940 3.039 -2.827 0.23
H 1.199 1.465 -2.783 0.23
H -2.502 2.670 -3.153 0.16
H 3.951 2.955 -0.210 0.15
C 0.358 -2.979 -2.132 -0.26
Cl 1.524 -2.271 -3.243 0.03
Cl 0.605 -4.726 -1.921 0.02
Cl -1.382 -2.635 -2.596 -0.02
H 0.490 -2.485 -1.169 0.23
C 3.724 -1.019 3.205 -0.28
Cl 2.565 0.116 3.933 0.00
Cl 3.696 -2.583 3.999 0.02
Cl 5.404 -0.415 3.062 0.04
H 3.218 -1.225 2.262 0.24
```

Calculated values
total charge	+1
multiplicity	4
gap between HOMO and LUMO (spin up / spin down)	6.758 / 5.589	eV
expectation value of S²	3.76
HOMO level (spin up / spin down)	-0.402 / -0.413	hartree

***

ORCA calculation (wB97M-V/def2-TZVPD) on C8H7BO2S in the gas phase at a distorted geometry.

```
19
Properties=species:S:1:pos:R:3:nbo_charge:R:1
O -1.912 -1.287 3.259 -0.87
O -1.010 0.875 3.700 -0.88
S 0.254 -1.722 0.821 0.43
B -1.142 -0.255 2.936 1.09
C -0.536 -0.345 1.544 -0.51
C -0.553 0.711 0.694 -0.23
C 1.399 -0.599 -2.870 -0.21
C 0.918 0.747 -2.797 -0.22
C 1.242 -1.347 -1.747 -0.21
C 0.304 1.244 -1.673 -0.19
C 0.584 -0.840 -0.643 -0.20
C 0.035 0.432 -0.563 -0.10
H -2.478 -1.274 4.074 0.51
H -0.757 1.646 3.148 0.50
H -1.200 1.639 0.892 0.22
H 1.952 -0.941 -3.750 0.22
H 1.273 1.413 -3.574 0.21
H 1.827 -2.302 -1.656 0.22
H -0.203 2.204 -1.794 0.21
```

Calculated values
total charge	0
gap between HOMO and LUMO	8.855	eV
ΔE to the lowest compared entry with this formula, charge and spin	0.4093	eV
HOMO level	-0.308	hartree

***

ORCA calculation (wB97M-V/def2-TZVPD) on C8H7BO3 in the gas phase at a distorted geometry.

```
19
Properties=species:S:1:pos:R:3:nbo_charge:R:1
O 2.002 -3.460 -0.119 -0.87
O 0.426 -3.677 1.707 -0.89
O 1.080 -0.683 -0.607 -0.42
B 1.010 -2.906 0.687 1.08
C 0.539 -1.390 0.409 -0.03
C -0.466 -0.700 1.037 -0.27
C -0.311 2.676 -1.371 -0.21
C -1.301 2.640 -0.378 -0.22
C 0.541 1.627 -1.557 -0.25
C -1.430 1.609 0.491 -0.18
C 0.419 0.527 -0.689 0.28
C -0.576 0.515 0.310 -0.12
H 2.241 -2.842 -0.835 0.50
H -0.359 -3.312 2.142 0.50
H -1.033 -1.043 1.873 0.22
H -0.176 3.581 -1.962 0.22
H -1.873 3.517 -0.216 0.21
H 1.359 1.635 -2.247 0.22
H -2.092 1.687 1.324 0.21
```

Calculated values
total charge	0
gap between HOMO and LUMO	9.201	eV
HOMO level	-0.319	hartree